Density functional theory data (wB97M-V/def2-TZVPD) for C8H13OP in the gas phase in a non-equilibrium geometry.

Calculated values
* orbital gap: 9.914 eV
* strongest force on any atom: 4.5 eV/A
* energy: -19841.50227 eV
* SMILES: CC1=C[C@H]([PH2]=O)C=C[C@@H]1C
* total charge: 0

Last column: Mulliken charge in e.
Geometry (Å):
C (-0.984, 1.288, -1.360)  -0.7798
C (0.355, 1.785, -0.852)  0.5447
C (-1.535, 0.135, -1.147)  -0.5138
C (1.166, 0.543, -0.689)  -1.3911
C (-0.840, -0.945, -0.290)  0.3839
C (0.683, -0.648, -0.353)  0.9590
C (-1.400, -1.021, 1.135)  -1.1059
C (1.658, -1.733, -0.033)  -1.5833
O (0.257, 1.518, 1.944)  -0.5948
P (0.162, 2.496, 0.791)  0.2848
H (-1.661, 2.099, -1.816)  0.2712
H (0.820, 2.458, -1.739)  0.3692
H (-2.394, -0.269, -1.751)  0.2927
H (2.219, 0.637, -0.708)  0.3078
H (-0.947, -1.940, -0.784)  0.4514
H (-2.423, -1.472, 0.977)  0.3353
H (-1.303, -0.099, 1.615)  0.3450
H (-0.821, -1.870, 1.629)  0.2870
H (1.489, -2.538, -0.817)  0.2932
H (1.505, -2.150, 0.957)  0.3282
H (2.669, -1.347, -0.141)  0.3856
H (-1.097, 3.084, 0.736)  0.0510
H (1.047, 3.569, 0.891)  0.0786